14
Properties=species:S:1:pos:R:3:forces:R:3:nbo_charge:R:1 method="wB97M-V/def2-TZVPD" gap_ha=0.3700 total_energy_ev=-8266.7605 e_homo_ev=-9.1 smiles="C=CN.NC=O" de_lowest_kcal_mol=59.16
O -1.410880 -1.215384 -0.176237 -2.46 3.59 -0.59 -0.6599
N -1.727287 1.047360 0.060131 -0.91 2.07 0.00 -0.7979
N 0.940579 -0.007366 1.287139 4.67 0.35 1.81 -0.9177
C 1.565093 -0.113131 -1.083495 2.02 -1.51 1.30 -0.3744
C 1.876389 -0.498793 0.182854 -4.29 -0.55 -0.72 -0.0341
C -2.067091 -0.130240 -0.388728 1.17 -4.88 -0.83 0.5118
H 1.629529 -0.076005 2.177543 -2.77 0.29 -2.22 0.3575
H 1.875898 -0.724256 -1.945364 0.22 0.52 0.49 0.2004
H 1.153312 0.835052 -1.281189 -1.03 0.80 -0.11 0.1910
H -2.985690 -0.085198 -1.068583 0.93 -0.37 0.83 0.1150
H 2.311697 -1.488493 0.365952 0.26 0.51 -0.02 0.1772
H -0.899099 1.193020 0.603840 0.54 0.01 0.28 0.4323
H -2.350096 1.822315 -0.182822 0.73 -0.40 0.35 0.3957
H 0.087648 -0.558877 1.448954 0.91 -0.42 -0.58 0.4032

***

14
Properties=species:S:1:pos:R:3:forces:R:3:nbo_charge:R:1 method="wB97M-V/def2-TZVPD" gap_ha="0.2577 / 0.2577" total_energy_ev=-8261.3180 e_homo_ev="-6.5 / -6.5" de_lowest_kcal_mol=184.67
O -1.233417 -1.711219 0.839966 -0.49 0.23 -0.93 -0.5336
N -1.254766 -0.338089 0.532117 -0.72 1.19 -0.07 -0.4114
N 1.359075 -0.239560 1.284141 -1.17 -0.26 0.24 -0.7572
C 0.475588 0.270718 -1.597532 0.10 -0.42 0.50 -0.6915
C 0.561304 1.330800 -0.492455 -1.57 -0.52 0.58 -0.5215
C 0.544649 0.199365 0.423246 2.56 1.07 -0.47 0.4640
H 1.522085 1.840573 -0.493109 -0.08 -0.24 0.08 0.2619
H 1.347606 0.192983 -2.237802 0.15 -0.16 0.34 0.2042
H -0.731752 -1.761214 1.673569 0.08 0.35 -0.27 0.4776
H -0.083512 -0.660985 -1.549470 -0.50 0.56 -0.10 0.2000
H -0.252958 2.059372 -0.381466 0.16 0.11 -0.21 0.1849
H 1.345704 -1.240015 1.472609 0.28 0.04 -0.29 0.3398
H -2.112686 0.045487 0.942781 0.59 0.14 1.23 0.3753
H -1.486919 0.011785 -0.416595 0.62 -2.09 -0.64 0.4077

***

14
Properties=species:S:1:pos:R:3:forces:R:3:nbo_charge:R:1 method="wB97M-V/def2-TZVPD" gap_ha=0.3500 total_energy_ev=-8265.9766 e_homo_ev=-8.8 smiles="CN(C)C(N)=O" de_lowest_kcal_mol=77.24
O 1.283663 -1.842536 0.320763 -0.59 0.30 0.04 -0.6389
N 1.706420 0.414184 -0.183890 1.39 -0.63 0.11 -0.8992
N -0.378675 -0.216246 0.075427 0.70 0.79 -0.40 -0.4587
C -0.212332 1.532060 -0.233533 -1.56 -0.74 0.30 -0.3364
C -1.505315 -1.174519 0.315959 0.00 0.53 -0.16 -0.4322
C 0.871451 -0.712855 0.109578 0.43 0.32 -0.10 0.7508
H -2.079810 -0.961834 1.227807 0.26 0.27 -0.20 0.1964
H -2.209345 -1.219529 -0.521938 0.17 0.25 0.03 0.1970
H -1.103760 -2.199333 0.439621 0.25 0.76 -0.14 0.2479
H 2.367447 0.636283 0.533109 0.66 -0.33 0.11 0.3862
H 2.107720 0.357144 -1.105223 0.42 -0.10 0.03 0.3843
H 0.546500 2.149303 -0.792952 -0.72 -1.67 0.26 0.2212
H -1.130570 1.644885 -0.770429 -0.97 0.37 0.21 0.1786
H -0.197153 1.944932 0.772459 -0.44 -0.12 -0.08 0.2032

***

14
Properties=species:S:1:pos:R:3:forces:R:3:nbo_charge:R:1 method="wB97M-V/def2-TZVPD" gap_ha=0.3402 total_energy_ev=-8263.0370 e_homo_ev=-8.4 smiles="C=C[C@@H]([O-])[NH2+]N" de_lowest_kcal_mol=145.03
O 2.242286 0.411411 0.326377 -0.43 0.19 0.14 -0.6522
N -0.974956 1.856628 0.467723 -0.71 -0.89 -0.75 -0.6442
N -0.120649 1.177785 -0.448587 0.92 -1.24 -1.63 -0.6284
C -0.400432 -2.171303 0.137214 -0.27 0.67 -0.64 -0.3556
C 0.502117 -1.346336 -0.398292 0.94 0.48 1.16 -0.4245
C 1.065986 0.148645 0.475346 1.19 -2.45 -1.07 0.4171
H -0.044459 0.086060 -0.919094 -2.35 1.89 2.26 0.4618
H -1.855282 2.074739 0.014173 -0.01 0.08 0.14 0.3523
H -1.098499 -1.810942 0.887824 0.18 -0.08 0.26 0.1883
H 0.555137 0.064897 1.447074 -0.44 0.58 -0.28 0.1493
H -0.535845 2.719469 0.777111 0.20 -0.20 -0.27 0.3645
H -0.611780 -3.157862 -0.262584 0.18 -0.04 0.08 0.1992
H 1.181170 -1.697132 -1.172831 0.07 0.01 -0.02 0.2086
H 0.095205 1.643941 -1.331454 0.53 1.00 0.62 0.3637

***

14
Properties=species:S:1:pos:R:3:forces:R:3:nbo_charge:R:1 method="wB97M-V/def2-TZVPD" gap_ha=0.3173 total_energy_ev=-8263.9922 e_homo_ev=-8.0 de_lowest_kcal_mol=123.00
O 1.394630 -0.109028 0.727216 0.88 -0.28 -0.77 -0.7397
N -2.206554 -1.587769 0.013675 -2.05 -4.58 0.29 -0.5961
N -1.607776 -0.555151 -0.061081 0.66 2.93 0.73 -0.0074
C 2.146105 -0.946772 -0.232942 -2.44 0.44 0.73 -0.2529
C -0.967198 1.890663 -0.246525 -1.43 -0.49 0.07 -0.6890
C -1.047295 0.446635 0.035770 0.92 1.82 -1.09 0.2183
H -0.724849 2.346875 0.708938 -0.70 0.47 0.19 0.2510
H -0.065968 2.121246 -0.785812 0.09 -0.05 -0.85 0.2515
H 0.644605 -0.622846 1.093129 0.91 0.40 -0.68 0.4748
H 3.173972 -0.779051 -0.135688 1.57 -0.28 1.08 0.1807
H -2.529032 -1.706783 0.981094 -0.16 -0.08 -0.42 0.3316
H 1.719732 -1.907985 -0.044662 0.87 -1.17 -0.04 0.1795
H -1.967399 2.204161 -0.748705 1.96 0.03 0.93 0.2339
H 2.037022 -0.794192 -1.304408 -1.08 0.83 -0.17 0.1638

***

14
Properties=species:S:1:pos:R:3:forces:R:3:nbo_charge:R:1 method="wB97M-V/def2-TZVPD" gap_ha=0.3401 total_energy_ev=-8267.8836 e_homo_ev=-8.4 smiles="C=CN.NC=O" de_lowest_kcal_mol=33.26
O -0.719265 -1.619805 0.093013 0.02 -0.02 -0.08 -0.6090
N 1.024893 -2.223225 1.398119 0.11 -0.25 0.23 -0.8250
N 0.674978 1.367315 -0.079230 -0.13 0.33 -0.28 -0.8359
C -0.294133 2.244201 -0.641777 0.72 -0.19 0.21 0.0023
C -0.170964 -2.435762 0.798488 -0.09 -0.12 -0.02 0.5248
C -1.040479 1.923877 -1.686185 0.02 -0.12 0.07 -0.4815
H -1.736586 2.597578 -2.158707 0.06 0.12 -0.02 0.2052
H 1.435204 -2.871751 2.060491 -0.22 0.25 -0.37 0.4005
H 1.469235 -1.337513 1.223341 0.12 0.00 0.13 0.4001
H -0.245336 3.218323 -0.172245 -0.46 0.15 -0.06 0.1826
H -0.608826 -3.433274 0.988551 0.11 0.12 0.10 0.1105
H -0.954993 0.907753 -2.053025 -0.20 0.02 -0.19 0.1951
H 0.750247 0.529212 -0.640952 -0.20 -0.19 0.25 0.3675
H 0.416031 1.133076 0.870119 0.13 -0.11 0.03 0.3628